[1]
{"formula": "C21H42O15", "method": "ωB97M-V/def2-TZVPD", "elements": ["O", "O", "O", "O", "O", "O", "O", "O", "O", "O", "O", "O", "O", "O", "O", "C", "C", "C", "C", "C", "C", "C", "C", "C", "C", "C", "C", "C", "C", "C", "C", "C", "C", "C", "C", "C", "H", "H", "H", "H", "H", "H", "H", "H", "H", "H", "H", "H", "H", "H", "H", "H", "H", "H", "H", "H", "H", "H", "H", "H", "H", "H", "H", "H", "H", "H", "H", "H", "H", "H", "H", "H", "H", "H", "H", "H", "H", "H"], "positions_angstrom": [[-2.8753, -4.6296, 0.1463], [-1.4515, -3.5456, 1.4996], [-1.7095, 3.7925, -1.9657], [4.2835, -2.7447, -4.0979], [4.3114, -1.3562, 6.3042], [3.3007, -2.9446, -2.0687], [-5.3622, -0.9295, 1.4125], [-3.6828, -3.4928, 1.7914], [2.2564, -1.8863, -3.6142], [-1.3519, 5.7699, 0.6481], [-3.5603, 0.2065, 1.7972], [0.8587, 0.3328, 0.4087], [0.3811, 7.1005, 0.0729], [0.7687, 5.0374, 0.5026], [-3.7395, -0.8959, -0.1579], [-0.1858, 5.9390, 0.4401], [-1.7780, -5.0797, -0.6317], [-0.5351, 8.1408, -0.2261], [2.0568, -1.5059, -4.9491], [4.5158, -3.4180, -1.5094], [0.3272, 3.6941, 0.6991], [-3.5061, -2.8448, 3.0492], [-0.8990, 3.7066, -2.8593], [4.2488, -1.0880, 5.1316], [-0.1290, -1.0916, -1.1658], [0.0369, 2.5222, -2.9363], [-0.8395, 4.7491, -3.9558], [4.8381, -1.9986, 4.0869], [-6.1389, -1.8406, 0.6471], [3.5249, 0.1244, 4.6108], [-2.2950, 0.6702, 1.3552], [-4.1888, -0.5693, 0.9104], [1.2261, -1.9671, 0.8756], [0.6396, -0.8244, 0.1108], [-2.5616, -3.8635, 1.1785], [3.3824, -2.5532, -3.3366], [-3.0530, -3.5281, 3.7805], [2.9817, -1.1962, -5.4485], [-1.7825, 5.2826, -4.0056], [2.2964, -1.8763, 1.0552], [4.1307, 1.0284, 4.6070], [-2.8347, -1.9955, 2.9500], [5.3811, -2.9527, -1.9750], [-1.8081, 1.1654, 2.1925], [-1.1976, 8.3297, 0.6157], [-4.4780, -2.6001, 3.4617], [1.1241, 3.1161, 1.1569], [-0.4258, -2.1326, -1.2685], [2.5806, 0.3425, 5.1108], [-0.9691, -0.4023, -1.2354], [0.2725, 2.2750, -3.9752], [-1.1236, 7.9058, -1.1159], [-0.6030, 3.6509, 1.2577], [-5.9024, -2.8600, 0.9410], [1.0205, 2.8532, -2.5730], [-1.6609, -0.1416, 1.0134], [-2.3341, 1.4076, 0.5486], [5.3326, -2.8709, 4.5070], [4.1035, -2.3312, 3.3520], [0.7485, -1.9553, 1.8594], [4.4775, -3.3238, -0.4304], [-7.1829, -1.6261, 0.8656], [-0.6812, 4.2739, -4.9263], [5.6093, -1.4504, 3.5313], [-2.2037, -5.5917, -1.4836], [-1.1288, -5.7358, -0.0500], [-5.9836, -1.6743, -0.4171], [0.0480, 9.0277, -0.4606], [0.1710, 3.2489, -0.2818], [0.5240, -0.8314, -2.0029], [-1.1623, -4.2291, -0.9287], [3.1931, -0.0765, 3.5845], [1.4089, -0.6312, -4.9932], [4.6421, -4.4940, -1.7052], [-0.3592, 1.6930, -2.3672], [1.6308, -2.2819, -5.5895], [1.0046, -2.9122, 0.3892], [0.0258, 5.3839, -3.7508]], "e_tot_ev": -53170.1738, "gap_ev": 9.974, "smiles": "COC(=O)OC.COC(=O)OC.COC(=O)OC.COC(=O)OC.CC(C)=O.CC(C)=O.CC(C)=O", "charge": 0}



[2]
{"formula": "C19H18EuIN3O3S", "method": "ωB97M-V/def2-TZVPD", "elements": ["Eu", "I", "S", "O", "O", "O", "N", "N", "N", "C", "C", "C", "C", "C", "C", "C", "C", "C", "C", "C", "C", "C", "C", "C", "C", "C", "C", "C", "H", "H", "H", "H", "H", "H", "H", "H", "H", "H", "H", "H", "H", "H", "H", "H", "H", "H"], "positions_angstrom": [[-0.2868, 0.0201, 0.1418], [3.0503, -0.1572, -0.4209], [-3.1967, 1.7761, 0.7279], [-2.7181, 2.2476, -0.6297], [-2.4740, 2.6115, 1.7302], [-2.5657, -2.1561, 0.6114], [-0.3304, -1.4000, -1.8800], [-0.1088, 1.3995, -1.9026], [-2.6115, 0.1033, 0.3251], [-2.9855, -1.4689, 3.5526], [-0.5415, -3.5689, -2.8634], [-2.8485, -0.8964, 4.8117], [-0.0646, 1.5441, -4.2464], [0.2865, -1.6574, 1.9470], [0.0943, 2.7137, -1.7847], [0.1089, 2.9293, -4.1510], [-0.1808, 0.7506, -3.0871], [0.2008, 3.5436, -2.9071], [-2.8193, -1.0208, 1.0470], [-0.3383, -0.7548, -3.0741], [-2.9168, 0.4705, 4.9684], [-0.5758, -2.9529, -4.1115], [0.2542, 1.7598, 1.8412], [-3.4250, 0.7164, 2.6282], [-0.4677, -1.5616, -4.2168], [-0.4137, -2.7285, -1.7489], [-3.2147, -0.6226, 2.4411], [-3.1987, 1.2850, 3.8573], [1.3103, 1.7974, 1.5501], [-0.0721, 1.1291, 2.6777], [-2.8935, -2.5578, 3.3573], [0.3331, 4.6082, -2.7618], [-0.3840, -3.0965, -0.7189], [0.1580, 3.5283, -5.0545], [-0.4269, 2.5171, 1.4442], [-0.6966, -3.5540, -5.0063], [-2.6339, -1.5571, 5.6672], [-0.6194, -4.6372, -2.7041], [-3.1618, 2.3652, 4.0294], [-0.4869, -1.0471, -5.1604], [1.1775, -1.1168, 2.2715], [-2.7319, 0.9467, 5.9303], [0.1829, 3.0767, -0.7560], [-0.1262, 1.0262, -5.1852], [-0.6543, -1.5421, 2.5114], [0.3944, -2.4935, 1.2464]], "spin_multiplicity": 8, "e_tot_ev": -68864.4249, "e_above_lowest_kcal_mol": 131.4, "gap_ev": [5.989, 5.164], "charge": 0}



[3]
{"formula": "C30H42Br2N2P2Pb", "method": "ωB97M-V/def2-TZVPD", "elements": ["Pb", "Br", "Br", "P", "P", "N", "N", "C", "C", "C", "C", "C", "C", "C", "C", "C", "C", "C", "C", "C", "C", "C", "C", "C", "C", "C", "C", "C", "C", "C", "C", "C", "C", "C", "C", "C", "C", "H", "H", "H", "H", "H", "H", "H", "H", "H", "H", "H", "H", "H", "H", "H", "H", "H", "H", "H", "H", "H", "H", "H", "H", "H", "H", "H", "H", "H", "H", "H", "H", "H", "H", "H", "H", "H", "H", "H", "H", "H", "H"], "positions_angstrom": [[1.4254, 1.9589, 0.8907], [3.6903, 3.1043, 0.7256], [2.2210, 5.0909, 5.7271], [3.2122, -3.9302, -0.1559], [1.3275, 1.8970, -1.4389], [0.9319, 3.7087, 2.0204], [-9.0678, -3.3480, 1.6551], [-0.4185, 0.3121, -3.1747], [-4.1758, -0.8739, 1.2987], [-0.4784, -0.2755, 1.4861], [-8.8875, -2.0811, 2.0680], [-1.7203, -0.9116, 1.5783], [-6.5364, -2.0677, 1.4706], [-0.1892, 5.7954, 2.3832], [3.3833, 1.9584, -3.5368], [0.7772, -5.3974, 0.1315], [4.7229, -3.2414, 2.1902], [0.4472, 5.9254, 3.6171], [1.3297, 4.9354, 4.0451], [-7.6678, -1.4006, 2.0023], [-0.3609, 1.0555, 1.0209], [3.0483, 2.2260, -2.0643], [0.0676, 4.6726, 1.5902], [0.7640, 0.2956, -2.1976], [-2.9089, -0.2331, 1.2064], [-7.9937, -3.9804, 1.1507], [3.8293, -2.6619, 1.0860], [-5.2702, -1.4273, 1.3783], [1.5588, 3.8282, 3.2264], [2.8891, -2.8344, -1.6530], [0.4381, 3.7620, -3.5126], [0.2027, 3.2243, -2.0953], [-1.5510, 1.7252, 0.6508], [3.9019, -3.0168, -2.7922], [-2.7996, 1.1017, 0.7400], [1.4513, -4.0660, 0.4868], [-6.7257, -3.4028, 1.0352], [-0.4216, 4.5968, 0.6379], [-1.7887, -1.9432, 1.9390], [5.3742, -4.0448, 1.8042], [-0.8725, 6.5613, 2.0412], [0.5333, -0.3560, -1.3361], [2.2464, 3.0595, 3.5578], [-1.3143, 0.7607, -2.7123], [4.1185, -3.6644, 3.0123], [0.2582, 6.7931, 4.2374], [-0.3395, 4.5069, -3.7588], [-8.1538, -5.0149, 0.8168], [0.3131, 4.0416, -1.3610], [1.5161, -3.9582, 1.5861], [0.8531, -3.2097, 0.1168], [1.8793, -3.1042, -2.0156], [-1.5019, 2.7579, 0.2861], [5.3789, -2.4609, 2.6160], [1.4135, 4.2723, -3.5825], [4.3470, 2.4353, -3.7898], [3.2497, 3.2721, -1.7690], [0.4209, -0.8286, 1.7818], [-0.8220, 2.8230, -1.9791], [4.3515, -1.8447, 0.5497], [3.4879, 0.8784, -3.7377], [4.1592, -4.0828, -2.9220], [-0.1984, 0.8686, -4.0997], [0.4035, 2.9737, -4.2819], [-9.7726, -1.5751, 2.4780], [3.4922, -2.6444, -3.7485], [1.4937, -6.2350, 0.1981], [-5.8882, -3.9680, 0.6159], [-7.5820, -0.3685, 2.3544], [-0.0642, -5.6101, 0.8151], [2.6211, 2.3620, -4.2221], [0.3719, -5.3867, -0.8964], [3.6930, 1.6085, -1.4127], [-0.6790, -0.7229, -3.4594], [2.9196, -2.2192, 1.5353], [1.6657, -0.1478, -2.6593], [-3.7087, 1.6389, 0.4506], [2.8364, -1.7757, -1.3300], [4.8418, -2.4723, -2.5975]], "e_tot_ev": -198635.8999, "gap_ev": [5.114, 4.975], "charge": 4}



[4]
{"formula": "C2H10NO2", "method": "ωB97M-V/def2-TZVPD", "elements": ["O", "O", "N", "C", "C", "H", "H", "H", "H", "H", "H", "H", "H", "H", "H"], "positions_angstrom": [[0.8420, -2.1961, 1.1590], [-0.0956, 2.6774, 0.2164], [-0.4472, -0.7961, -0.8602], [-0.5844, 0.7071, -0.9545], [0.2448, 1.3147, 0.1419], [-0.2761, 0.9898, -1.9554], [-0.5618, -1.2854, -1.7508], [-1.1120, -1.1878, -0.1936], [1.2980, 1.1318, 0.0136], [-0.0164, 0.8076, 1.0851], [0.4466, -1.2036, -0.5264], [0.4207, -1.8825, 1.9705], [1.1350, -3.0696, 1.4662], [-1.6292, 0.9274, -0.7976], [0.3356, 3.0654, 0.9859]], "e_tot_ev": -7814.5086, "e_above_lowest_kcal_mol": 11.6, "gap_ev": 11.104, "charge": 1}



[5]
{"formula": "C6H12N2O4", "method": "ωB97M-V/def2-TZVPD", "elements": ["O", "O", "O", "O", "N", "N", "C", "C", "C", "C", "C", "C", "H", "H", "H", "H", "H", "H", "H", "H", "H", "H", "H", "H"], "positions_angstrom": [[2.7134, 2.2394, -2.3753], [0.6283, 0.9754, -2.7841], [-1.5617, 0.5553, -0.9728], [-2.4947, -0.0997, 1.7620], [0.0391, -1.9985, 1.0608], [0.6580, 0.1718, -0.1675], [-1.0122, -1.4509, 0.1435], [-0.7582, -0.0762, -0.3057], [-2.4611, -1.2479, 0.9154], [1.6670, 1.6247, -1.9696], [2.4679, 1.4741, 0.2223], [1.1455, 1.5753, -0.5348], [-1.1756, -2.0467, -0.7451], [-0.1751, 0.5281, -2.4147], [2.1512, 1.7590, 1.2870], [0.3717, 2.4023, -0.2601], [0.9083, -0.3354, 0.7260], [-3.4529, 0.3757, 1.4383], [0.3244, -2.9787, 0.7081], [-3.2703, -1.4612, 0.0095], [-2.6097, -2.3017, 1.7815], [-0.3595, -2.1975, 2.1758], [3.2729, 2.2283, -0.0624], [2.9833, 0.2845, 0.3619]], "e_tot_ev": -17581.9770, "e_above_lowest_kcal_mol": 132.2, "gap_ev": 10.103, "charge": 0}



[6]
{"formula": "C6H14Si", "method": "ωB97M-V/def2-TZVPD", "elements": ["Si", "C", "C", "C", "C", "C", "C", "H", "H", "H", "H", "H", "H", "H", "H", "H", "H", "H", "H", "H", "H"], "positions_angstrom": [[0.6381, -0.2772, 0.6246], [-1.1962, 0.0434, 0.9176], [1.9889, 0.7137, 1.5932], [-0.8725, 1.8575, -0.9331], [1.1438, -2.5462, 0.3294], [-1.1957, -0.3642, -1.8439], [-0.7563, 0.3752, -0.5508], [0.0352, 2.1658, -1.4917], [2.8900, 0.2803, 1.3710], [-1.2881, 0.9696, 1.4880], [2.1529, -2.4239, -0.0529], [0.8626, -2.9494, 1.3649], [1.9235, 1.6732, 1.3337], [-1.8234, 2.0645, -1.3726], [0.3660, -2.7659, -0.3062], [-0.3923, 0.0112, -2.5401], [-1.1883, -1.5444, -1.7053], [-2.1088, -0.5250, 1.1535], [-2.1727, -0.0224, -2.0137], [1.7644, 0.7016, 2.6596], [-0.7713, 2.5625, -0.0252]], "e_tot_ev": -14323.6018, "e_above_lowest_kcal_mol": 68.5, "gap_ev": 9.182, "charge": 0}



[7]
{"formula": "C4H7N3", "method": "ωB97M-V/def2-TZVPD", "elements": ["N", "N", "N", "C", "C", "C", "C", "H", "H", "H", "H", "H", "H", "H"], "positions_angstrom": [[0.9336, -0.2412, 0.1046], [0.6462, -1.5495, 0.0746], [-0.5815, -1.7599, -0.2642], [-1.1659, -0.5225, -0.3691], [-0.1819, 0.4983, -0.3117], [-2.4513, 0.0323, -0.1655], [2.2733, 0.1952, 0.4163], [-3.3496, -0.3793, -0.6271], [2.2744, 0.8335, 1.3043], [2.8746, -0.6952, 0.6063], [-1.3382, 1.2325, 0.0042], [2.6999, 0.7492, -0.4268], [-0.0036, 1.1538, -1.1657], [-2.6300, 0.4529, 0.8196]], "e_tot_ev": -8726.3914, "e_above_lowest_kcal_mol": 121.9, "gap_ev": 8.912, "charge": 0}



[8]
{"formula": "C16H24ClNO", "method": "ωB97M-V/def2-TZVPD", "elements": ["Cl", "O", "N", "C", "C", "C", "C", "C", "C", "C", "C", "C", "C", "C", "C", "C", "C", "C", "C", "H", "H", "H", "H", "H", "H", "H", "H", "H", "H", "H", "H", "H", "H", "H", "H", "H", "H", "H", "H", "H", "H", "H", "H"], "positions_angstrom": [[0.6750, -0.9846, -3.3033], [2.1635, -0.2935, -0.0478], [-0.0295, 0.0604, -0.4189], [1.0237, 2.3194, 3.2292], [-3.1343, 0.0369, -2.4290], [-1.8684, -1.5148, -0.5348], [1.1361, -1.6515, -1.7184], [-3.7243, -1.1347, -1.9928], [-0.2852, 1.5335, 3.1043], [-1.9057, 0.4574, -1.9343], [2.3119, 0.5346, 4.5288], [1.1406, -0.5697, -0.6441], [-0.0649, 1.0944, 0.6051], [3.6295, -0.2258, 4.6162], [-1.2894, 1.7296, -2.4284], [-3.0902, -1.9157, -1.0417], [-1.2736, -0.3394, -0.9787], [-0.3007, 0.4894, 1.9889], [2.2876, 1.4624, 3.3163], [1.4924, -0.1833, 4.4644], [3.6302, -0.9004, 5.4698], [-1.5031, 1.8631, -3.4863], [-0.2120, 1.7243, -2.2867], [0.4299, -2.4483, -1.4871], [-1.0984, 2.2450, 2.9366], [2.1462, -2.0499, -1.8098], [3.7871, -0.8108, 3.7129], [-0.4897, 1.0256, 4.0486], [-1.3647, -2.1091, 0.2148], [-4.6779, -1.4405, -2.3958], [3.1470, 2.1352, 3.3772], [2.4061, 0.8730, 2.4061], [-3.6297, 0.6409, -3.1753], [-1.7036, 2.5849, -1.8931], [4.4631, 0.4649, 4.7238], [-0.8594, 1.8008, 0.3589], [0.4699, -0.2596, 2.1731], [0.9555, 2.9414, 4.1259], [0.9005, 1.6026, 0.5809], [1.1208, 2.9955, 2.3771], [2.1680, 1.1224, 5.4392], [-1.2704, -0.0164, 1.9927], [-3.5448, -2.8308, -0.6936]], "e_tot_ev": -33042.5372, "e_above_lowest_kcal_mol": 0.0, "gap_ev": 9.933, "smiles": "CCCCCCCN(C(=O)CCl)c1ccccc1C", "charge": 0}



Q: Number 1 is which compound?
A: C21H42O15